No. 1
Here is a cluster of 10 separate species, C10H40BN16O12S in total in a non-equilibrium geometry from the OMol25 dataset. Energies are from ωB97M-V with the def2-TZVPD basis set.

XYZ file:
```
80
Properties=species:S:1:pos:R:3:forces:R:3
B -0.37841 0.00451 -0.13311 -0.1414 -0.1967 -0.2974
H 0.39253 0.75923 -0.14973 2.8641 2.6252 -0.5563
H -0.12858 -0.68610 0.65739 1.1912 -2.1761 2.4608
H -1.33576 0.48478 -0.00245 -3.3681 1.7226 0.9285
H -0.47095 -0.53972 -1.06019 0.1949 -2.0040 -3.3642
C -2.76263 -2.50875 1.22429 -0.6567 -0.3843 3.6111
O -3.56018 -3.11244 1.87479 -2.7447 -1.8784 0.3749
N -1.98610 -1.63082 1.78087 3.2418 3.5302 1.4671
N -2.43374 -2.66012 -0.01695 0.1658 -1.7017 -4.9332
H -1.91516 -1.32214 2.73993 -0.7999 -0.7316 -0.3015
H -1.22330 -1.35637 1.17843 -0.2310 0.3638 0.9157
H -3.12563 -3.15479 -0.56164 0.2586 0.1536 -0.2375
H -1.91342 -1.92558 -0.47503 -0.3849 -0.4456 0.1214
C -3.80198 -0.52929 -2.22268 0.1238 -0.7668 1.1634
O -4.76016 -0.60190 -2.92570 -2.4181 0.3826 -1.9218
N -2.63057 -1.01569 -2.56175 2.9576 -1.5732 -2.0990
N -3.83573 -0.14246 -0.94877 -0.7355 1.5702 1.6708
H -1.78719 -1.00715 -2.00610 -0.3072 0.4141 -0.3243
H -2.59995 -1.49610 -3.44965 0.1267 0.2414 0.1475
H -2.95579 -0.00183 -0.47334 -0.3705 0.2812 0.2530
H -4.62418 0.45944 -0.75860 0.2154 -0.1093 0.5032
C 1.10195 1.15036 -3.35408 3.4711 0.4612 -3.9001
O 1.66090 1.53039 -4.38173 -0.2213 0.5026 -0.7459
N 1.57173 0.17176 -2.65835 2.1537 -3.6503 1.9031
N 0.05371 1.61490 -2.82924 -5.7314 3.3612 1.8000
H 2.43037 -0.23141 -3.00518 -0.1313 0.0034 0.6351
H 1.20084 0.09855 -1.72178 0.8873 -0.7302 -0.1364
H -0.27057 1.22485 -1.95586 -0.2954 0.4162 -0.3449
H -0.40360 2.42449 -3.22363 0.1932 -0.1228 0.2157
C -2.27161 4.32818 -0.25734 1.3460 1.8170 2.6438
O -1.65422 4.86176 0.68269 -0.8721 -0.4933 -1.5249
N -2.99138 4.94002 -1.18252 -1.6479 2.5486 -2.0088
N -2.38033 3.03477 -0.46441 0.5708 -3.5486 0.1694
H -3.29895 4.42185 -1.99308 0.0856 0.4237 0.2076
H -3.16815 5.93440 -1.17654 0.3582 -0.3178 0.1232
H -3.05826 2.69701 -1.13256 0.3767 -0.2995 0.3988
H -1.86276 2.38923 0.11481 -0.3221 0.1223 -0.1604
C 3.65724 -0.34506 0.81952 -0.1894 3.1197 2.0545
O 4.69410 -0.87631 0.74459 5.3258 -1.4373 -0.0646
N 3.35080 0.79438 1.48872 1.1952 2.6354 1.7420
N 2.61226 -0.80363 0.30705 -5.7210 -3.4326 -3.4847
H 4.12342 1.42055 1.66495 -0.1514 -0.1839 0.2690
H 2.45015 1.24533 1.41405 0.1266 -0.1491 -0.1070
H 2.75483 -1.59164 -0.30844 -0.4969 -0.4245 0.2615
H 1.69661 -0.42348 0.49981 0.2870 -0.3228 -0.3924
C 1.81588 4.50220 -1.57213 -0.1692 -1.5399 -0.6462
O 0.82603 4.84606 -2.13347 -2.5015 1.3853 -1.0460
N 1.89709 3.57021 -0.67096 -2.6782 -2.4472 3.8314
N 3.03338 4.67228 -1.95252 5.0512 3.5151 -3.1184
H 2.77465 3.31858 -0.23889 -0.8690 -0.5848 -0.0153
H 0.97012 3.18514 -0.55888 0.5671 -0.6367 0.9593
H 3.12924 5.30795 -2.73151 0.5755 0.1323 0.2547
H 3.77357 4.59638 -1.26955 0.0429 0.2029 -0.6030
C -0.32554 2.32392 2.74746 0.5605 2.8405 2.7710
O -0.47457 3.00166 3.74083 -0.2967 0.7112 0.9800
N 0.15368 2.70083 1.60883 2.1208 3.0143 -4.1469
N -0.45516 1.05577 2.66069 -1.4849 -5.3174 1.3885
H 0.11487 2.00866 0.87433 0.5324 0.9098 -0.2129
H 0.57449 3.60575 1.45345 -0.6628 -0.0773 -0.0104
H -0.43479 0.74441 1.70010 -0.5700 -1.4260 1.0499
H -0.86383 0.60681 3.46787 -0.1782 -0.3334 -0.5925
C 1.95392 -3.90955 -1.71084 2.5845 -2.2306 1.5283
O 2.69866 -3.77220 -0.78931 3.1569 1.2966 1.9400
N 0.75291 -3.55226 -1.67024 -7.3426 3.1301 -0.0927
N 2.11529 -4.71986 -2.72352 1.5565 -2.1901 -3.3911
H 0.17968 -3.92094 -2.41562 -0.6665 0.9068 0.6610
H 0.42487 -2.81122 -1.06746 -0.0652 -0.2996 -0.0896
H 2.97697 -5.22593 -2.87014 -0.4231 0.1364 -0.0703
H 1.30503 -4.79046 -3.32234 1.0783 -0.6117 -0.4822
C 0.80287 -2.08406 3.76240 -1.6511 1.9938 -0.4961
C 1.12494 -2.98048 2.59579 0.6687 -1.0023 -1.0873
O 1.08785 -4.28447 3.11481 -0.3255 -2.4182 1.9592
S 0.10375 -4.39548 4.38167 -0.6864 -0.8937 0.6883
O 0.66054 -5.42830 5.28710 -1.5594 2.8627 -2.1525
O -1.32687 -4.41045 3.99156 3.6526 -0.0070 0.9312
O 0.48231 -2.85405 4.87707 0.0417 -2.8371 1.3052
H -0.14351 -1.56885 3.59800 0.3748 0.5236 -0.6107
H 1.56067 -1.34171 4.01287 0.1462 -0.3224 0.0175
H 2.14919 -2.87336 2.23865 -0.2167 0.3026 -0.2578
H 0.41962 -3.15092 1.78243 -0.1423 1.6956 -0.2793
```
Positions in Å, forces in eV/Å.

- Charge: -1
- HOMO: -7.346 eV
- 2S+1: 1
- LUMO energy: 2.00 eV
- Energy: -2607.12897 Eh
- Frontier orbital gap: 9.349 eV

No. 2
Here is a cluster of 11 separate species, C10H40F2NO14S2 in total in a non-equilibrium geometry from the OMol25 dataset. Energies are from ωB97M-V with the def2-TZVPD basis set.

XYZ file:
```
69
Properties=species:S:1:pos:R:3:forces:R:3
N 0.46344 1.03902 2.20714 -0.7975 -3.9745 -0.6951
S 0.66562 1.75722 0.88890 0.9529 8.3140 -4.0413
O -0.51831 2.10862 0.10123 1.4892 -1.1944 0.9245
O 1.92133 1.56128 0.21604 -0.6682 -1.0643 -0.4783
F 1.01976 3.17865 1.52014 -0.3240 0.7754 0.8723
S 0.27856 -0.42861 1.34568 -1.5149 -4.7341 1.8384
O 1.50354 -1.07118 0.86428 -2.2079 1.3161 0.8600
O -0.97946 -0.63625 0.59390 2.8195 0.8453 1.3304
F -0.05098 -1.17857 2.73149 0.2041 -0.2858 -0.4687
C -4.01061 1.05648 3.48890 0.2030 0.7319 0.4937
O -2.85975 1.49331 4.25977 -0.9011 -0.8167 -0.7999
H -4.29215 1.84226 2.78789 -0.1819 0.1459 0.0098
H -3.90771 0.15266 2.88839 0.5798 -0.2114 0.2530
H -4.82001 0.89489 4.20083 0.0275 0.0778 -0.0308
H -2.11841 1.44780 3.65155 0.3621 0.0505 0.0001
C -0.03998 0.39828 -4.89191 -1.3651 0.3306 1.0161
O 0.84739 -0.51826 -5.41997 1.0441 -0.9679 -0.7224
H 0.29780 0.78619 -3.93091 0.2953 0.4105 -0.1042
H -0.27184 1.19016 -5.60413 0.1584 0.1096 0.0725
H -0.96678 -0.11367 -4.63293 -0.3797 0.1965 -0.1444
H 0.46694 -1.38892 -5.28279 0.2835 -0.0754 -0.0831
C -1.15815 -4.23321 -3.01516 -0.2015 0.1746 0.2575
O -1.06370 -4.32257 -4.44648 0.3373 0.1977 0.6779
H -0.32171 -3.68262 -2.58468 0.2700 -0.0151 -0.5874
H -2.03082 -3.67271 -2.67993 -0.2905 -0.0106 -0.2442
H -1.17365 -5.19250 -2.49785 -0.0172 -0.2758 -0.2899
H -1.73341 -4.92220 -4.78343 -0.0699 -0.0006 0.2066
C -2.18228 -6.46900 1.85893 0.9223 -0.1781 0.3483
O -3.22784 -6.57261 0.94462 -0.6926 -0.3899 -0.6999
H -1.46948 -7.27632 1.69088 -0.1273 -0.1382 -0.3542
H -1.61496 -5.55063 1.70777 -0.0649 0.2129 0.3860
H -2.50171 -6.62283 2.88966 -0.1355 0.4531 0.1785
H -3.82309 -5.82360 1.02373 0.1222 0.0600 0.1280
C 2.95539 -6.18331 0.29635 0.0760 0.1966 0.1605
O 2.88076 -7.60318 0.57201 0.1940 1.1844 0.0721
H 3.40570 -5.61318 1.10893 0.1426 -0.7271 0.4569
H 3.58689 -5.92725 -0.55437 -0.1118 -0.3649 -0.3265
H 1.98934 -5.69001 0.18908 -0.2909 -0.3884 -0.2883
H 2.47207 -8.03496 -0.18174 -0.0264 0.1180 -0.0700
C 4.59135 -0.03687 3.92828 0.5191 0.3934 -1.2607
O 3.33241 -0.16681 4.48335 -0.8810 -0.2684 1.1721
H 4.57493 0.73080 3.15465 0.2441 0.1122 -0.1251
H 5.35988 0.24646 4.64743 -0.2045 -0.0251 0.3471
H 4.90430 -0.96023 3.44088 0.0973 -0.2088 -0.0063
H 2.65063 0.24559 3.94789 0.1480 -0.0095 -0.2086
C 4.49016 2.27279 -4.26492 -0.7458 -0.0797 -0.1200
O 4.28355 1.76270 -5.59151 0.6063 0.3927 0.3018
H 3.56679 2.71112 -3.88630 -0.1059 0.0444 0.0888
H 4.79254 1.50637 -3.55129 0.1556 -0.1384 -0.1048
H 5.22731 3.07572 -4.26646 0.1149 -0.2245 -0.3813
H 3.53739 1.15869 -5.59586 -0.0942 -0.0472 0.2274
C 1.36446 4.59866 5.66130 -0.2276 -0.3747 0.1590
O 0.96515 3.23810 5.88065 0.1625 0.7806 -0.4796
H 2.29548 4.65587 5.09735 0.3590 -0.0142 0.3411
H 0.65096 5.15382 5.05235 -0.3798 0.0065 0.1397
H 1.42948 5.04996 6.65136 0.2404 0.1413 -0.2037
H 0.84813 2.90443 4.98814 -0.1611 -0.5555 -0.0046
C -1.12768 7.34629 -1.21629 0.4888 -1.4625 -0.0751
O -0.41815 8.55293 -1.24592 -0.1017 0.9142 0.2183
H -0.42785 6.53254 -1.40640 0.0144 -0.2664 -0.3904
H -1.48443 7.08068 -0.22117 -0.2824 0.7086 0.0765
H -1.92970 7.28156 -1.95159 -0.1610 0.1432 0.1250
H -0.43198 8.89482 -2.14287 0.0498 -0.0508 0.0541
C -5.10206 1.08275 -2.16125 -0.9805 0.0218 0.0086
O -4.74011 1.22280 -3.51908 0.7372 0.1215 -0.2969
H -6.12549 1.44958 -2.08286 -0.2453 -0.0162 0.4526
H -5.09122 0.04295 -1.83443 0.2163 -0.0289 0.1164
H -4.49113 1.69242 -1.49555 0.3055 -0.1122 -0.3882
H -5.11300 0.49469 -4.02149 -0.0033 0.0147 0.1021
```
Positions in Å, forces in eV/Å.

- Charge: -1
- HOMO: -7.291 eV
- 2S+1: 1
- LUMO energy: 2.05 eV
- Energy: -2509.03085 Eh
- Frontier orbital gap: 9.341 eV
- Energy relative to the best compared isomer or geometry (same formula, charge and spin): 260.7 kJ/mol

No. 3
Here is a cluster of 10 separate species, C10H40N14O10 in total in a non-equilibrium geometry from the OMol25 dataset. Energies are from ωB97M-V with the def2-TZVPD basis set.

XYZ file:
```
74
Properties=species:S:1:pos:R:3:forces:R:3
N 18.10836 2.09490 -2.48181 2.6173 0.2664 -0.0342
C 19.50458 2.13672 -2.31792 0.1781 0.4835 0.9987
N 20.24574 1.11114 -2.94104 -1.7647 2.1863 1.3720
O 20.02894 3.02493 -1.60388 -0.7388 -1.6250 -1.5545
H 17.67392 1.30464 -2.89743 -0.4251 -0.2899 -0.0464
H 17.59495 2.81715 -2.00367 -0.2887 -0.0549 -0.0611
H 19.74141 0.52498 -3.56144 0.3118 -0.5736 -0.4863
H 21.23834 1.14854 -2.83585 0.1279 -0.1930 -0.1982
N 14.47347 4.52769 2.16172 -0.8835 -1.9658 -0.5705
C 13.95047 3.24854 1.98763 0.1924 0.3165 0.1059
N 12.88229 2.93810 2.84291 1.7323 -0.0080 -1.7114
O 14.36266 2.39820 1.16602 -0.6335 1.2167 1.2336
H 13.92312 5.10470 2.75613 0.1889 0.6230 0.3049
H 15.33911 4.87264 1.73778 -0.2185 -0.3757 0.1683
H 12.55808 1.99428 2.75308 -0.3256 0.0474 0.1908
H 12.51013 3.58878 3.49135 -0.2805 0.1610 0.4460
N 14.00919 3.91133 -1.44615 2.0179 -0.2326 0.1373
C 15.23659 4.52261 -1.64967 -0.5053 0.7634 0.5476
N 15.23553 5.68242 -2.40972 -0.2819 -0.8892 0.4547
O 16.26217 4.09730 -1.08825 -0.7767 0.0941 -1.1334
H 14.07824 3.13110 -0.79615 -0.2618 0.2805 0.0153
H 13.11730 4.28434 -1.67893 -0.2119 0.2976 -0.2657
H 16.07049 6.08227 -2.78940 0.4384 -0.2088 0.3267
H 14.38461 6.07585 -2.75508 -0.2967 -0.1596 -0.1251
N 17.24144 3.03960 6.42383 -0.2655 0.6487 -1.6366
C 17.73614 3.62217 5.25355 0.2316 -0.2326 -0.1490
N 16.89050 3.63310 4.15135 0.3195 0.0192 1.1694
O 18.87168 4.07928 5.19123 -0.6011 -0.3464 0.2915
H 17.85422 2.79448 7.17010 0.2634 0.2512 0.1703
H 16.25484 2.92765 6.51808 -0.1859 -0.2754 0.2335
H 17.25915 3.78983 3.21772 0.0744 0.2184 0.2255
H 16.01058 3.16366 4.21264 -0.1440 -0.2600 -0.0768
N 20.47336 2.98321 3.19172 1.2979 0.3188 -0.7936
C 21.56420 3.78092 2.83726 -0.3517 1.1221 0.3884
N 22.27378 3.35596 1.70224 -0.7882 0.3327 1.3713
O 21.88869 4.82794 3.42063 -0.3203 -1.7496 -0.6364
H 19.86391 3.17074 3.99746 0.6479 0.4531 -0.6568
H 20.16588 2.38781 2.44412 -0.3433 -0.4019 0.2406
H 23.04606 3.93186 1.43987 0.0592 0.1339 -0.1502
H 21.99549 2.57930 1.14291 -0.0540 -0.2307 -0.1523
N 22.66597 5.89903 -1.45793 -0.1354 1.2101 -0.2365
C 21.96976 7.10278 -1.52923 -0.9653 1.1905 0.6623
N 20.58614 7.01619 -1.83594 2.2199 0.0006 0.0360
O 22.45206 8.22683 -1.27484 -0.3979 -2.4999 -0.7354
H 23.66833 5.94948 -1.51180 -0.0739 0.1321 0.1388
H 22.24570 4.99744 -1.57777 -0.3757 0.0080 -0.1280
H 20.07263 7.81450 -1.51949 -0.2383 0.0131 0.1428
H 20.10450 6.14379 -1.92760 -0.0086 -0.2845 0.2053
N 16.38391 -0.18700 1.94355 1.0027 0.7459 -0.0085
C 17.45658 0.50636 1.35192 1.9588 -0.1014 -2.6267
N 17.10746 1.73104 0.73204 -1.0378 -2.5941 2.6038
O 18.61255 0.01641 1.21481 -2.9333 1.0019 0.9136
H 16.49204 -1.17782 2.05630 0.3915 0.0053 0.0642
H 15.43528 0.11454 1.82077 -0.0048 0.3487 -0.2625
H 17.66841 2.23274 0.09164 0.8244 0.0278 -0.1629
H 16.17650 2.04117 0.97456 0.1307 0.4477 -0.5908
C 16.90760 7.49359 3.71781 1.3005 -0.5324 0.7222
O 17.16971 8.77899 4.29543 -0.7593 -0.0157 -0.5672
H 15.87184 7.39191 3.39224 0.0006 0.3265 0.2756
H 17.55566 7.22812 2.87515 -0.1254 0.5017 -0.0939
H 17.17522 6.73545 4.47352 -0.5595 -0.0304 -0.2165
H 18.10531 8.98589 4.26276 0.1176 -0.2642 -0.0945
C 16.91378 8.41585 -0.23288 0.8359 -0.6457 0.3676
O 18.03631 8.23022 -1.10479 -0.1653 -0.1027 -0.0902
H 16.73422 7.44565 0.24180 -0.3587 0.0116 -0.2849
H 17.22324 9.04953 0.60186 -0.3147 0.4532 -0.2795
H 16.02955 8.75583 -0.76320 -0.0684 0.1804 0.1430
H 17.89943 8.64254 -1.95990 -0.1707 0.1986 0.0933
C 18.53341 5.46703 1.22691 1.1297 -1.2924 0.9558
O 17.29710 4.73737 1.37572 -0.1355 0.6049 -1.1474
H 19.25457 4.87979 0.64446 -0.2752 0.0642 -0.2253
H 18.53446 6.48339 0.83534 -0.6675 -0.0459 -0.0544
H 18.97132 5.44456 2.23078 -0.0091 0.4337 -0.0930
H 17.04884 4.39432 0.48506 0.1165 0.3409 0.6203
```
Positions in Å, forces in eV/Å.

- HOMO: -8.550 eV
- 2S+1: 1
- LUMO energy: -0.14 eV
- Energy: -1924.22936 Eh
- Structure (SMILES): NC(N)=O.NC(N)=O.NC(N)=O.NC(N)=O.NC(N)=O.NC(N)=O.NC(N)=O.CO.CO.CO
- Frontier orbital gap: 8.407 eV
- Energy relative to the best compared isomer or geometry (same formula, charge and spin): 278.9 kJ/mol